[1]
Molecular formula: CN2O2
Method: DFT, ωB97M-V with the def2-TZVPD basis set

Structure (SMILES): O=C=O.N#N
HOMO in eV: -13.09
Energy above the lowest of the compared OMol25 structures with the same formula, charge and spin in kcal per mole: 3.76
Frontier orbital gap in eV: 13.7
Spin multiplicity: 1
Max |F| in Eh/bohr: 0.06084

CARTESIAN COORDINATES (ANGSTROEM)
O -2.379 -0.526 -0.094
C -1.447 0.094 0.077
O -0.462 0.669 0.123
N 2.230 -0.618 0.159
N 2.059 0.380 -0.266

Formally, the Mulliken partial charges of the atoms, in units of the elementary charge, are as follows: number 1, O, carries -0.324; number 2, C, carries 0.635; number 3, O, carries -0.321; number 4, N, carries -0.031; number 5, N, carries 0.041

***

[2]
Molecular formula: CN2O4S
Method: DFT, ωB97M-V with the def2-TZVPD basis set

HOMO in eV: -10.19
Energy above the lowest of the compared OMol25 structures with the same formula, charge and spin in kcal per mole: 18.99
Frontier orbital gap in eV: 9.9
Spin multiplicity: 1
Max |F| in Eh/bohr: 0.05197

CARTESIAN COORDINATES (ANGSTROEM)
C 1.877 0.001 -0.084
N 1.323 -1.074 -0.231
N -1.621 1.234 0.271
O -0.536 0.634 0.657
O -2.095 0.771 -0.748
O -0.865 -1.820 0.405
O 2.189 1.083 0.125
S -0.272 -0.829 -0.396

Formally, the Mulliken partial charges of the atoms, in units of the elementary charge, are as follows: number 1, C, carries 0.686; number 2, N, carries -0.366; number 3, N, carries 0.396; number 4, O, carries -0.243; number 5, O, carries -0.409; number 6, O, carries -0.449; number 7, O, carries -0.289; number 8, S, carries 0.674

***

[3]
Molecular formula: CN3O6S
Method: DFT, ωB97M-V with the def2-TZVPD basis set

HOMO in eV: -5.69
Energy above the lowest of the compared OMol25 structures with the same formula, charge and spin in kcal per mole: 15.19
Frontier orbital gap in eV: 9.4
Spin multiplicity: 1
Max |F| in Eh/bohr: 0.09121
Charge: -1

CARTESIAN COORDINATES (ANGSTROEM)
C -0.027 1.292 0.126
N -1.248 1.614 0.002
N -0.931 0.200 0.437
N -1.297 -0.780 -0.521
O 1.181 1.484 0.103
O -1.808 -0.490 -1.565
O -1.237 -1.874 -0.046
O 0.957 -0.917 -0.810
O 3.141 -0.300 0.062
O 1.261 -0.654 1.577
S 1.726 -0.394 0.246

Formally, the Mulliken partial charges of the atoms, in units of the elementary charge, are as follows: number 1, C, carries 0.935; number 2, N, carries -0.655; number 3, N, carries -0.252; number 4, N, carries 1.208; number 5, O, carries -0.488; number 6, O, carries -0.650; number 7, O, carries -0.603; number 8, O, carries -0.514; number 9, O, carries -0.624; number 10, O, carries -0.536; number 11, S, carries 1.179

***

[4]
Molecular formula: CN4S
Method: DFT, ωB97M-V with the def2-TZVPD basis set

Structure (SMILES): [N-]=NC(=S)N=[N-]
HOMO (alpha / beta) in eV: 2.59 / 2.60
Energy above the lowest of the compared OMol25 structures with the same formula, charge and spin in kcal per mole: 86.09
Frontier orbital gap (alpha / beta) in eV: 3.9 / 3.9
Spin multiplicity: 1
Max |F| in Eh/bohr: 0.06233
Charge: -2

CARTESIAN COORDINATES (ANGSTROEM)
N -1.245 -1.448 -0.027
N -0.081 -1.139 0.008
C 0.556 0.035 0.075
S 2.281 -0.057 -0.041
N -0.168 1.188 0.077
N -1.343 1.422 -0.092

Formally, the Mulliken partial charges of the atoms, in units of the elementary charge, are as follows: number 1, N, carries -0.952; number 2, N, carries 0.595; number 3, C, carries -0.538; number 4, S, carries -0.769; number 5, N, carries 0.535; number 6, N, carries -0.871

***

[5]
Molecular formula: CNO3P
Method: DFT, ωB97M-V with the def2-TZVPD basis set

HOMO (alpha / beta) in eV: 1.18 / 1.18
Energy above the lowest of the compared OMol25 structures with the same formula, charge and spin in kcal per mole: 98.00
Frontier orbital gap (alpha / beta) in eV: 6.3 / 6.3
Spin multiplicity: 1
Max |F| in Eh/bohr: 0.10613
Charge: -2

CARTESIAN COORDINATES (ANGSTROEM)
C 0.748 -0.803 -0.604
N 0.972 -1.660 -1.356
O 0.676 0.588 1.645
O -0.173 1.787 -0.452
O -2.179 -0.422 0.433
P -0.044 0.512 0.334

Formally, the Mulliken partial charges of the atoms, in units of the elementary charge, are as follows: number 1, C, carries 0.246; number 2, N, carries -0.543; number 3, O, carries -0.676; number 4, O, carries -0.667; number 5, O, carries -1.131; number 6, P, carries 0.771

***

[6]
Molecular formula: CNO5PdS2
Method: DFT, ωB97M-V with the def2-TZVPD basis set

HOMO (alpha / beta) in eV: -3.27 / -4.63
Energy above the lowest of the compared OMol25 structures with the same formula, charge and spin in kcal per mole: 0.51
Frontier orbital gap (alpha / beta) in eV: 6.7 / 5.7
Spin multiplicity: 3
Max |F| in Eh/bohr: 0.18304
Charge: -1

CARTESIAN COORDINATES (ANGSTROEM)
Pd 0.787 0.262 0.611
N -2.079 0.325 -0.755
S -2.030 0.000 0.735
O -0.858 0.649 1.449
S -0.635 0.709 -1.774
O 0.581 1.051 -0.899
O -1.017 1.580 -2.899
O 2.567 -2.204 0.841
C 1.763 -1.265 0.830
O 0.923 -1.107 1.860

Formally, the Mulliken partial charges of the atoms, in units of the elementary charge, are as follows: number 1, Pd, carries 0.795; number 2, N, carries -0.296; number 3, S, carries 0.244; number 4, O, carries -0.658; number 5, S, carries 0.601; number 6, O, carries -0.631; number 7, O, carries -0.553; number 8, O, carries -0.597; number 9, C, carries 0.575; number 10, O, carries -0.482

***

Among the records above, which one has the highest energy above the lowest of the compared OMol25 structures with the same formula, charge and spin?
CNO3P

***

Copy entry 2 word for word.
Molecular formula: CN2O4S
Method: DFT, ωB97M-V with the def2-TZVPD basis set

HOMO in eV: -10.19
Energy above the lowest of the compared OMol25 structures with the same formula, charge and spin in kcal per mole: 18.99
Frontier orbital gap in eV: 9.9
Spin multiplicity: 1
Max |F| in Eh/bohr: 0.05197

CARTESIAN COORDINATES (ANGSTROEM)
C 1.877 0.001 -0.084
N 1.323 -1.074 -0.231
N -1.621 1.234 0.271
O -0.536 0.634 0.657
O -2.095 0.771 -0.748
O -0.865 -1.820 0.405
O 2.189 1.083 0.125
S -0.272 -0.829 -0.396

Formally, the Mulliken partial charges of the atoms, in units of the elementary charge, are as follows: number 1, C, carries 0.686; number 2, N, carries -0.366; number 3, N, carries 0.396; number 4, O, carries -0.243; number 5, O, carries -0.409; number 6, O, carries -0.449; number 7, O, carries -0.289; number 8, S, carries 0.674